1.
Molecular formula: C22H21N3OPdS2
Method: DFT, wB97M-V/def2-TZVPD

Properties
energy = -54804.917 eV
max |F| = 1.20 eV/Å
spin multiplicity = 1
energy relative to the best compared isomer or geometry (same formula, charge and spin) = 32.92 kcal/mol
total charge = +2

Positions of all 50 atoms, in Å:
1 Pd -1.54 0.20 0.15
2 C 2.07 -2.34 0.82
3 C 0.73 -1.70 1.00
4 N 0.37 -0.66 0.24
5 N 1.33 -0.21 -0.57
6 C 0.86 0.61 -1.47
7 S -0.75 0.99 -1.77
8 S 1.81 1.56 -2.57
9 C 2.48 0.29 -3.74
10 C 3.94 0.04 -3.47
11 C 4.91 0.88 -3.99
12 C 6.25 0.60 -3.81
13 C 6.63 -0.52 -3.08
14 C 5.67 -1.36 -2.55
15 C 4.32 -1.07 -2.72
16 C -0.21 -2.18 1.96
17 C 0.23 -2.67 3.20
18 C -0.68 -3.15 4.11
19 C -2.08 -3.26 3.81
20 C -2.55 -2.83 2.63
21 C -1.65 -2.23 1.66
22 O -2.08 -1.84 0.55
23 H 2.86 -1.60 0.81
24 H 2.07 -2.84 -0.15
25 H 2.26 -3.09 1.59
26 H 2.32 0.74 -4.72
27 H 1.88 -0.60 -3.64
28 H 4.61 1.76 -4.56
29 H 7.00 1.24 -4.25
30 H 7.68 -0.72 -2.91
31 H 5.97 -2.25 -2.01
32 H 3.56 -1.73 -2.31
33 H 1.27 -2.60 3.47
34 H -0.32 -3.47 5.08
35 H -2.75 -3.69 4.54
36 H -3.60 -2.92 2.35
37 C -6.08 4.32 1.70
38 C -4.99 3.37 1.30
39 C -3.79 3.82 0.77
40 C -2.81 2.91 0.40
41 N -2.98 1.59 0.56
42 C -4.15 1.14 1.07
43 C -5.16 1.99 1.45
44 H -5.81 5.36 1.51
45 H -6.30 4.22 2.77
46 H -7.00 4.10 1.16
47 H -3.60 4.87 0.62
48 H -1.87 3.24 -0.02
49 H -4.26 0.07 1.16
50 H -6.07 1.59 1.85

Just the Löwdin charges please, in e? Sure, here they are: 0.820, 0.015, -0.204, -0.058, 0.025, -1.083, 0.838, 1.015, -0.331, -0.317, -0.041, -0.052, -0.058, -0.063, -0.053, -0.044, 0.003, 0.035, 0.002, 0.039, -0.300, -0.030, 0.102, 0.111, 0.090, 0.094, 0.092, 0.122, 0.116, 0.115, 0.110, 0.100, 0.134, 0.135, 0.133, 0.138, -0.011, -0.217, 0.017, -0.112, -0.122, -0.100, 0.011, 0.090, 0.103, 0.104, 0.132, 0.105, 0.112, 0.135



2.
Molecular formula: C22H22AsCrN3O3S4
Method: DFT, wB97M-V/def2-TZVPD

Properties
energy = -166387.937 eV
expectation value of S² = 6.03
max |F| = 0.15 eV/Å
spin multiplicity = 5
energy relative to the best compared isomer or geometry (same formula, charge and spin) = 0.00 kcal/mol
total charge = -2

Positions of all 56 atoms, in Å:
1 Cr -0.14 0.90 -0.02
2 C -1.06 0.04 7.43
3 O -0.13 0.61 6.53
4 C -0.55 1.73 5.85
5 C -1.53 2.60 6.31
6 C -1.92 3.68 5.53
7 C -1.32 3.90 4.30
8 C -0.32 3.05 3.85
9 C 0.07 1.96 4.62
10 N 1.05 1.04 4.17
11 C 1.05 0.73 2.78
12 N 2.29 0.80 2.28
13 C 2.77 0.45 0.99
14 C 1.94 0.46 -0.13
15 C 2.58 0.13 -1.34
16 C 3.93 -0.17 -1.43
17 C 4.72 -0.18 -0.28
18 C 4.13 0.12 0.92
19 O 4.89 0.13 2.10
20 C 4.79 -1.10 2.79
21 N -0.01 0.41 2.11
22 C -1.16 0.05 2.88
23 C -2.32 0.80 2.84
24 C -3.43 0.41 3.57
25 C -3.39 -0.74 4.34
26 C -2.23 -1.51 4.39
27 C -1.12 -1.10 3.67
28 O 0.09 -1.78 3.70
29 C 0.12 -3.01 4.36
30 H -0.67 -0.94 7.71
31 H -2.04 -0.07 6.96
32 H -1.16 0.65 8.34
33 H -2.02 2.41 7.26
34 H -2.71 4.33 5.88
35 H -1.65 4.69 3.64
36 H 0.08 3.19 2.86
37 H 1.05 0.20 4.74
38 H 2.98 1.13 2.93
39 H 1.99 0.16 -2.25
40 H 4.38 -0.39 -2.39
41 H 5.78 -0.41 -0.32
42 H 5.38 -1.01 3.70
43 H 5.17 -1.93 2.18
44 H 3.75 -1.32 3.06
45 H -2.35 1.70 2.23
46 H -4.33 1.01 3.52
47 H -4.26 -1.06 4.90
48 H -2.20 -2.41 4.99
49 H 1.11 -3.42 4.21
50 H -0.62 -3.71 3.95
51 H -0.07 -2.90 5.44
52 S -3.61 3.48 -2.44
53 As -2.25 2.84 -0.95
54 S -2.53 0.72 -0.35
55 S -0.17 2.61 -1.67
56 S -2.21 4.00 0.88

Just the Löwdin charges please, in e? Sure, here they are: 0.101, -0.099, -0.104, -0.227, -0.039, -0.094, -0.101, -0.029, -0.191, 0.133, -0.355, 0.155, -0.202, -0.167, -0.141, -0.115, -0.053, -0.264, -0.134, -0.098, 0.090, -0.207, -0.077, -0.070, -0.110, -0.057, -0.216, -0.094, -0.100, 0.084, 0.087, 0.082, 0.096, 0.093, 0.068, 0.107, 0.121, 0.143, 0.080, 0.085, 0.102, 0.081, 0.086, 0.082, 0.010, 0.108, 0.090, 0.091, 0.087, 0.094, 0.084, -0.292, -0.520, -0.042, -0.068, -0.174



3.
Molecular formula: C22H22Cl4N3OPmS3Si
Method: DFT, wB97M-V/def2-TZVPD

Properties
energy = -136721.014 eV
expectation value of S² = 6.01
max |F| = 2.00 eV/Å
spin multiplicity = 5
energy relative to the best compared isomer or geometry (same formula, charge and spin) = 31.43 kcal/mol

Positions of all 57 atoms, in Å:
1 Pm -1.12 0.80 0.07
2 C -6.39 1.45 -0.12
3 S -5.89 -0.05 -1.05
4 C -4.15 0.01 -0.71
5 S -3.27 1.36 -1.47
6 N -3.71 -0.94 0.00
7 N -2.41 -0.99 0.43
8 C -2.01 -2.35 0.70
9 C -0.69 -2.33 1.42
10 C -0.35 -3.31 2.35
11 C 0.90 -3.28 2.93
12 C 1.78 -2.26 2.57
13 C 1.36 -1.33 1.64
14 N 0.16 -1.36 1.07
15 H -7.46 1.55 -0.25
16 H -5.87 2.31 -0.54
17 H -6.14 1.31 0.92
18 H -2.77 -2.89 1.29
19 H -1.06 -4.07 2.62
20 H 1.19 -4.02 3.66
21 H 2.76 -2.19 3.01
22 H 2.02 -0.53 1.33
23 Cl 2.06 -0.29 -4.21
24 C 0.95 -1.10 -3.15
25 C -0.37 -0.68 -3.09
26 C -1.26 -1.37 -2.27
27 C -0.84 -2.48 -1.52
28 C -1.81 -3.18 -0.63
29 C 0.49 -2.87 -1.60
30 C 1.39 -2.19 -2.41
31 H -0.71 0.15 -3.69
32 H -2.31 -1.11 -2.32
33 H -1.48 -4.18 -0.39
34 H -2.80 -3.22 -1.10
35 H 0.83 -3.73 -1.05
36 H 2.41 -2.52 -2.50
37 C 2.38 2.67 -2.63
38 S 2.11 1.23 -1.54
39 O 0.65 1.33 -1.20
40 C 2.96 1.88 -0.08
41 C 3.93 1.08 0.51
42 C 4.50 1.47 1.71
43 C 4.09 2.65 2.32
44 C 3.14 3.46 1.71
45 C 2.56 3.07 0.51
46 H 2.03 3.57 -2.15
47 H 1.82 2.48 -3.54
48 H 3.44 2.73 -2.84
49 H 4.22 0.16 0.03
50 H 5.24 0.84 2.18
51 H 4.50 2.93 3.28
52 H 2.82 4.38 2.18
53 H 1.79 3.67 0.06
54 Cl 0.24 1.69 2.12
55 Si -1.47 3.55 1.04
56 Cl -1.39 4.86 2.59
57 Cl -2.96 2.20 1.81

Just the Löwdin charges please, in e? Sure, here they are: 0.939, -0.415, 0.762, -1.155, 0.382, -0.104, -0.296, -0.296, -0.236, -0.002, -0.050, -0.048, -0.159, 0.032, 0.022, 0.007, 0.025, 0.146, 0.119, 0.109, 0.104, 0.075, 0.700, -0.704, -0.120, -0.081, -0.230, -0.075, -0.034, -0.102, 0.117, 0.083, 0.118, 0.121, 0.120, 0.107, -0.205, 0.947, -0.706, -0.397, -0.105, -0.068, -0.061, -0.081, -0.137, 0.056, 0.037, 0.068, 0.111, 0.109, 0.110, 0.115, 0.098, 0.017, -0.161, 0.159, 0.111



4.
Molecular formula: C22H22Cl5FeN4S2Si2
Method: DFT, wB97M-V/def2-TZVPD

Properties
energy = -163561.487 eV
expectation value of S² = 8.77
max |F| = 1.74 eV/Å
spin multiplicity = 6
energy relative to the best compared isomer or geometry (same formula, charge and spin) = 27.65 kcal/mol
total charge = -2

Positions of all 58 atoms, in Å:
1 Fe 0.55 0.33 0.43
2 C -3.09 0.72 2.39
3 Si -3.00 -0.10 0.69
4 C -3.52 -1.90 1.04
5 C -4.42 0.81 -0.21
6 N -1.52 -0.04 -0.18
7 C -1.46 -0.49 -1.48
8 C -2.54 -1.10 -2.15
9 C -2.47 -1.56 -3.45
10 C -1.29 -1.39 -4.16
11 C -0.22 -0.78 -3.54
12 C -0.24 -0.32 -2.21
13 N 0.84 0.26 -1.59
14 Si 2.31 0.44 -2.50
15 C 3.06 -1.22 -3.04
16 C 2.08 1.50 -4.08
17 C 3.75 1.33 -1.66
18 H -4.14 0.71 2.70
19 H -2.75 1.75 2.40
20 H -2.53 0.17 3.15
21 H -4.26 -1.96 1.85
22 H -2.64 -2.46 1.35
23 H -3.94 -2.40 0.17
24 H -5.30 0.90 0.44
25 H -4.74 0.33 -1.14
26 H -4.11 1.83 -0.48
27 H -3.47 -1.23 -1.60
28 H -3.33 -2.05 -3.90
29 H -1.21 -1.74 -5.18
30 H 0.69 -0.66 -4.11
31 H 2.48 -1.72 -3.82
32 H 3.11 -1.90 -2.19
33 H 4.08 -1.08 -3.42
34 H 1.48 1.02 -4.85
35 H 3.06 1.71 -4.51
36 H 1.60 2.46 -3.84
37 H 4.26 0.68 -0.96
38 H 3.45 2.23 -1.12
39 H 4.47 1.61 -2.44
40 S 2.73 1.10 1.57
41 C 3.57 -0.40 1.80
42 C 4.87 -0.33 2.34
43 N 5.93 -0.23 2.77
44 C 3.03 -1.63 1.46
45 S 1.57 -1.84 0.55
46 C 3.70 -2.81 1.86
47 N 4.23 -3.79 2.17
48 Cl -0.15 2.81 0.98
49 C -0.22 1.97 2.51
50 C -0.01 0.60 2.40
51 C -0.15 -0.10 3.60
52 Cl -0.01 -1.83 3.62
53 C -0.48 0.54 4.80
54 Cl -0.72 -0.39 6.24
55 C -0.64 1.92 4.84
56 Cl -1.07 2.70 6.32
57 C -0.51 2.65 3.67
58 Cl -0.74 4.37 3.68

Just the Löwdin charges please, in e? Sure, here they are: 0.454, -0.164, 0.420, -0.172, -0.181, -0.116, -0.327, -0.085, -0.143, -0.141, -0.087, -0.329, -0.177, 0.409, -0.173, -0.186, -0.210, 0.031, 0.024, 0.019, 0.016, 0.023, 0.009, 0.013, 0.005, 0.025, 0.049, 0.080, 0.080, 0.042, 0.012, 0.010, 0.020, 0.005, 0.013, 0.023, 0.008, 0.004, 0.020, 0.646, -0.742, -0.323, 0.123, -0.743, 0.630, -0.322, 0.126, 0.714, -0.764, -0.374, -0.713, 0.661, -0.716, 0.635, -0.714, 0.630, -0.723, 0.647